[1]
{
  "formula": "C5H12O",
  "method": "ωB97M-V/def2-TZVPD",
  "elements": ["C", "C", "C", "C", "C", "O", "H", "H", "H", "H", "H", "H", "H", "H", "H", "H", "H", "H"],
  "xyz": [[-1.386, 1.262, -0.388], [-0.582, 0.165, 0.298], [-1.188, -1.217, 0.013], [0.861, 0.147, -0.209], [1.829, -0.738, 0.547], [1.054, 0.268, -1.515], [-0.960, 2.253, -0.186], [-1.385, 1.106, -1.470], [-2.421, 1.264, -0.029], [-0.564, 0.333, 1.383], [-0.708, -2.010, 0.596], [-2.252, -1.216, 0.270], [-1.093, -1.461, -1.050], [1.287, 1.483, 0.298], [2.857, -0.491, 0.279], [1.636, -1.760, 0.200], [1.694, -0.692, 1.632], [1.321, 1.305, -0.669]],
  "lowdin_charge": [-0.074, -0.389, -0.060, -0.596, -0.027, -0.127, 0.078, 0.086, 0.081, 0.139, 0.075, 0.081, 0.092, 0.185, 0.090, 0.095, 0.090, 0.181],
  "homo_energy_ev": -9.40,
  "e_above_lowest_kj_mol": 364.8,
  "homo_lumo_gap_ev": 10.200
}


[2]
{
  "formula": "C5H12O",
  "method": "ωB97M-V/def2-TZVPD",
  "elements": ["C", "C", "C", "C", "C", "O", "H", "H", "H", "H", "H", "H", "H", "H", "H", "H", "H", "H"],
  "xyz": [[1.951, -0.333, -0.901], [0.842, -0.770, 0.026], [-0.506, -0.370, -0.280], [-1.658, -0.993, 0.437], [-0.451, 1.578, 0.984], [-0.845, 0.213, -1.420], [1.884, -0.742, -1.924], [2.918, -0.652, -0.501], [1.997, 0.767, -0.978], [0.431, 0.287, 0.749], [0.926, -1.732, 0.530], [-1.422, -1.134, 1.492], [-1.829, -1.974, -0.026], [-2.557, -0.385, 0.333], [-0.306, 1.610, 2.075], [-1.501, 1.818, 0.782], [0.161, 2.372, 0.532], [-0.037, 0.438, -1.910]],
  "lowdin_charge": [-0.118, -0.241, -0.477, -0.014, -0.142, 0.106, 0.074, 0.075, 0.081, 0.121, 0.113, 0.102, 0.103, 0.094, 0.005, 0.000, -0.002, 0.120],
  "homo_energy_ev": -6.72,
  "e_above_lowest_kj_mol": 456.9,
  "homo_lumo_gap_ev": 7.505
}


[3]
{
  "formula": "C5H12O",
  "method": "ωB97M-V/def2-TZVPD",
  "elements": ["C", "C", "C", "O", "H", "H", "H", "H", "H", "H", "H", "H", "C", "C", "H", "H", "H", "H"],
  "xyz": [[-0.092, -0.813, 0.346], [-0.190, -1.712, -0.875], [1.260, -0.964, 1.032], [-1.122, -1.061, 1.296], [-1.588, -1.897, 1.142], [-0.107, 0.493, 0.210], [0.583, -1.479, -1.612], [-0.066, -2.766, -0.592], [1.340, -0.266, 1.870], [-1.179, -1.650, -1.337], [1.400, -1.981, 1.420], [2.078, -0.728, 0.346], [-0.913, 2.156, -0.288], [0.077, 2.862, -0.832], [0.170, 3.941, -0.727], [-1.698, 2.649, 0.279], [-0.889, 0.848, -0.393], [0.935, 2.367, -1.284]],
  "lowdin_charge": [-0.534, -0.060, -0.078, -0.055, 0.092, 0.109, 0.084, 0.086, 0.079, 0.079, 0.080, 0.077, -0.098, -0.091, 0.043, 0.048, 0.096, 0.044],
  "homo_energy_ev": -8.88,
  "smiles": "CC(C)O.C=C",
  "e_above_lowest_kj_mol": 357.0,
  "homo_lumo_gap_ev": 9.836
}


[4]
{
  "formula": "C5H12O",
  "method": "ωB97M-V/def2-TZVPD",
  "elements": ["C", "C", "C", "C", "C", "O", "H", "H", "H", "H", "H", "H", "H", "H", "H", "H", "H", "H"],
  "xyz": [[-0.214, 0.044, -1.128], [-0.626, 0.907, 0.042], [-0.027, 2.278, 0.203], [-0.243, -0.131, 1.075], [-0.744, -1.280, 0.274], [0.165, -2.676, -1.484], [-0.708, 0.297, -2.095], [0.012, -1.711, -1.454], [0.872, 0.117, -1.333], [-1.722, 0.959, 0.008], [1.066, 2.212, 0.244], [-0.383, 2.710, 1.144], [-0.309, 2.940, -0.619], [0.855, -0.224, 1.101], [-0.616, -0.050, 2.096], [-1.816, -1.330, 0.081], [-0.436, -2.271, 0.673], [-0.721, -3.015, -1.641]],
  "lowdin_charge": [-0.051, -0.471, -0.073, -0.231, -0.060, -0.115, 0.103, -0.058, 0.105, 0.138, 0.081, 0.079, 0.076, 0.128, 0.114, 0.093, 0.102, 0.039],
  "homo_energy_ev": -9.39,
  "e_above_lowest_kj_mol": 323.9,
  "homo_lumo_gap_ev": 10.311
}


[5]
{
  "formula": "C5H12O",
  "method": "ωB97M-V/def2-TZVPD",
  "elements": ["C", "C", "C", "C", "C", "O", "H", "H", "H", "H", "H", "H", "H", "H", "H", "H", "H", "H"],
  "xyz": [[-0.047, -1.045, -1.564], [-0.020, -0.869, -0.040], [1.422, -0.729, 0.446], [-0.975, 0.178, 0.484], [-0.904, 0.821, 1.655], [0.130, 1.978, -0.602], [-1.069, -1.142, -1.949], [0.431, -0.194, -2.061], [0.496, -1.956, -1.848], [-0.450, -1.778, 0.404], [1.486, -0.640, 1.535], [1.999, -1.615, 0.154], [1.893, 0.152, -0.005], [-1.840, 0.354, -0.161], [-1.715, 1.462, 1.989], [-0.169, 1.966, 0.334], [-0.054, 0.709, 2.323], [-0.613, 2.347, -1.094]],
  "lowdin_charge": [-0.083, -0.430, -0.076, -0.194, -0.039, -0.077, 0.075, 0.074, 0.077, 0.139, 0.068, 0.079, 0.081, 0.115, 0.064, 0.007, 0.064, 0.055],
  "homo_energy_ev": -9.26,
  "smiles": "C=CC(C)C.O",
  "e_above_lowest_kj_mol": 129.0,
  "homo_lumo_gap_ev": 10.215
}


[6]
{
  "formula": "C5H12O2",
  "method": "ωB97M-V/def2-TZVPD",
  "elements": ["C", "C", "C", "O", "C", "C", "O", "H", "H", "H", "H", "H", "H", "H", "H", "H", "H", "H", "H"],
  "xyz": [[2.384, -0.938, -0.006], [1.623, 0.279, 0.419], [0.213, 0.317, 0.550], [-0.266, 1.369, 1.305], [-0.691, -0.212, -0.495], [-2.158, -0.341, -0.235], [-2.690, 0.945, 0.120], [3.050, -0.722, -0.850], [3.019, -1.322, 0.805], [1.716, -1.748, -0.322], [1.144, 1.227, -1.413], [2.160, 1.073, 0.933], [0.054, -0.713, 1.041], [-1.151, 1.584, 0.957], [-0.256, -0.946, -1.168], [0.409, 1.107, -1.662], [-2.409, -1.061, 0.564], [-2.638, -0.706, -1.154], [-3.510, 0.809, 0.611]],
  "lowdin_charge": [-0.106, -0.138, -0.583, 0.016, -0.086, -0.251, -0.084, 0.076, 0.076, 0.070, 0.092, 0.114, 0.200, 0.078, 0.099, 0.092, 0.122, 0.116, 0.099],
  "homo_energy_ev": [-7.35, -7.45],
  "e_above_lowest_kj_mol": 553.7,
  "homo_lumo_gap_ev": [7.597, 8.016]
}


[7]
{
  "formula": "C5H12O2",
  "method": "ωB97M-V/def2-TZVPD",
  "elements": ["C", "C", "C", "O", "C", "C", "O", "H", "H", "H", "H", "H", "H", "H", "H", "H", "H", "H", "H"],
  "xyz": [[-2.163, -1.011, 1.281], [-1.726, 0.012, 0.281], [-0.056, -0.074, 0.367], [0.383, -1.320, 0.868], [0.467, 0.258, -1.042], [1.774, 1.025, -1.092], [2.805, 0.146, -0.665], [-2.904, -1.743, 0.957], [-1.192, -1.579, 1.338], [-2.391, -0.600, 2.270], [-1.954, 1.069, 0.478], [-2.017, -0.253, -0.745], [0.214, 0.678, 1.129], [1.267, -0.784, 0.686], [-0.313, 0.873, -1.496], [0.555, -0.662, -1.640], [1.700, 1.892, -0.417], [1.964, 1.407, -2.107], [3.589, 0.666, -0.451]],
  "lowdin_charge": [-0.122, -0.179, -0.403, -0.091, -0.153, -0.268, -0.066, 0.071, 0.061, 0.078, 0.104, 0.099, 0.146, 0.139, 0.111, 0.140, 0.121, 0.117, 0.095],
  "homo_energy_ev": -10.04,
  "smiles": "CC[C@@H](O)CCO",
  "e_above_lowest_kj_mol": 261.0,
  "homo_lumo_gap_ev": 10.762
}


[8]
{
  "formula": "C5H12O2",
  "method": "ωB97M-V/def2-TZVPD",
  "elements": ["C", "C", "C", "C", "C", "H", "H", "H", "H", "H", "H", "H", "H", "H", "H", "O", "H", "H", "O"],
  "xyz": [[-2.157, 1.558, -0.569], [-1.325, 0.307, -0.613], [-0.171, 0.216, -1.271], [0.674, -0.989, -1.268], [0.510, -2.124, -0.589], [-3.176, 1.395, -0.251], [-2.208, 2.111, -1.512], [-1.687, 2.230, 0.147], [-1.703, -0.550, -0.068], [0.188, 1.038, -1.870], [1.613, -0.933, -1.807], [1.313, -2.859, -0.552], [-0.415, -2.366, -0.090], [0.682, -0.407, 2.340], [0.933, -1.769, 1.762], [0.411, -1.326, 2.443], [2.306, 1.752, 0.510], [2.099, 1.593, 2.049], [2.114, 1.121, 1.208]],
  "lowdin_charge": [-0.101, -0.147, -0.136, -0.186, -0.029, 0.062, 0.076, 0.072, 0.103, 0.100, 0.089, 0.062, 0.055, 0.005, 0.008, -0.066, 0.040, 0.044, -0.052],
  "homo_energy_ev": -8.53,
  "smiles": "C=C/C=C/C.O.O",
  "e_above_lowest_kj_mol": 187.3,
  "homo_lumo_gap_ev": 9.073
}


[9]
{
  "formula": "C5H12O2",
  "method": "ωB97M-V/def2-TZVPD",
  "elements": ["C", "O", "C", "C", "C", "C", "O", "H", "H", "H", "H", "H", "H", "H", "H", "H", "H", "H", "H"],
  "xyz": [[-1.693, -1.366, -1.648], [-0.705, -0.476, -1.288], [-0.625, -0.348, 0.074], [0.373, 0.787, 0.444], [0.362, 0.972, 1.958], [1.828, 0.544, -0.051], [1.973, 0.561, -1.451], [-1.695, -2.374, -1.212], [-2.706, -0.850, -0.868], [-1.695, -1.485, -2.761], [-2.121, -0.364, 0.356], [-0.375, -1.301, 0.571], [0.031, 1.702, -0.055], [0.999, 1.812, 2.253], [0.733, 0.073, 2.467], [-0.655, 1.165, 2.312], [2.474, 1.355, 0.323], [2.208, -0.396, 0.390], [1.287, -0.011, -1.816]],
  "lowdin_charge": [-0.140, -0.231, -0.221, -0.331, -0.084, -0.241, -0.058, 0.073, 0.131, 0.099, 0.176, 0.120, 0.145, 0.080, 0.084, 0.079, 0.126, 0.125, 0.069],
  "homo_energy_ev": -9.99,
  "e_above_lowest_kj_mol": 367.0,
  "homo_lumo_gap_ev": 10.841
}


[10]
{
  "formula": "C5H12O2",
  "method": "ωB97M-V/def2-TZVPD",
  "elements": ["C", "C", "C", "O", "C", "C", "O", "H", "H", "H", "H", "H", "H", "H", "H", "H", "H", "H", "H"],
  "xyz": [[0.071, -2.690, 0.015], [0.729, -1.315, 0.030], [-0.286, -0.189, -0.171], [-1.335, -0.246, 0.775], [0.367, 1.202, -0.107], [-0.535, 2.273, -0.702], [0.613, 1.431, 1.282], [-0.683, -2.757, 0.805], [-0.435, -2.871, -0.942], [0.806, -3.488, 0.163], [1.256, -1.150, 0.980], [1.484, -1.246, -0.766], [-0.758, -0.308, -1.156], [-0.964, 0.168, 1.572], [1.327, 1.179, -0.646], [-1.545, 2.177, -0.293], [-0.156, 3.281, -0.488], [-0.588, 2.164, -1.791], [0.631, 2.383, 1.438]],
  "lowdin_charge": [-0.104, -0.210, -0.379, -0.029, -0.389, -0.043, -0.040, 0.072, 0.076, 0.070, 0.118, 0.115, 0.153, 0.094, 0.144, 0.088, 0.081, 0.086, 0.097],
  "homo_energy_ev": -10.02,
  "smiles": "CC[C@@H](O)[C@@H](C)O",
  "e_above_lowest_kj_mol": 52.3,
  "homo_lumo_gap_ev": 10.839
}


| no. | DFT total energy (Ha) |
| --- | --- |
| 1 | -272.80970 |
| 2 | -272.77464 |
| 3 | -272.81267 |
| 4 | -272.82530 |
| 5 | -272.89953 |
| 6 | -347.99391 |
| 7 | -348.10539 |
| 8 | -348.13349 |
| 9 | -348.06503 |
| 10 | -348.18491 |